[1]
Here is a molecular structure, C3H4N2O from the OMol25 dataset. Energies are from the ωB97M-V functional and the def2-TZVPD basis.

Element x y z (Å)
O1 2.096 -1.445 0.572
N1 -1.539 0.424 0.325
N2 -0.559 0.238 1.244
C1 0.422 0.982 -0.794
C2 -1.019 0.879 -0.903
C3 0.410 0.648 0.481
H1 -2.594 0.447 0.682
H2 2.819 -2.128 0.340
H3 1.616 -1.103 -0.187
H4 -1.653 1.057 -1.760

Values from the calculation:
relative energy (zero: lowest compared OMol25 entry of this formula, charge and spin)	159.9	kcal per mole
gap between HOMO and LUMO (spin up / spin down)	0.307 / 0.307	Ha
lowest unoccupied orbital energy (spin up / spin down)	-1.4427 / -1.4406	eV

[2]
Here is 3 unconnected molecules or ions with the total composition C5H8IN from the OMol25 dataset. Energies are from the ωB97M-V functional and the def2-TZVPD basis.

Element x y z (Å)
I1 1.504 0.130 2.890
N1 3.539 -0.688 -0.810
C1 2.409 -0.492 -0.612
C2 -1.909 -0.124 -0.140
C3 -0.899 0.498 -0.299
C4 -2.819 -1.159 0.354
C5 0.092 1.479 -0.734
H1 -3.865 -0.791 0.290
H2 -2.662 -1.482 1.387
H3 -2.879 -2.022 -0.270
H4 0.913 1.404 -0.098
H5 0.332 1.161 -1.730
H6 4.471 -0.595 -1.100
H7 -0.301 2.426 -0.631
H8 2.075 0.255 1.503

Values from the calculation:
relative energy (zero: lowest compared OMol25 entry of this formula, charge and spin)	62.2	kcal per mole
gap between HOMO and LUMO	0.366	Ha
lowest unoccupied orbital energy	0.8150	eV

[3]
Here is a molecular structure, C15H27BBe2Br7ClF4NNa2O13PS from the OMol25 dataset. Energies are from the ωB97M-V functional and the def2-TZVPD basis.

Element x y z (Å)
Br1 12.663 -1.914 -1.548
Br2 7.807 -5.104 0.345
Br3 -0.160 3.162 1.770
Br4 13.509 -1.507 -4.620
Br5 10.212 -3.356 1.562
Br6 11.362 -3.762 -3.830
Br7 8.718 -2.390 -1.113
Cl1 3.448 -4.209 0.788
S1 -1.735 -2.621 -1.955
P1 -3.409 2.071 4.379
Na1 2.324 2.134 1.029
Na2 -1.140 -4.704 -4.352
F1 -6.414 1.726 0.667
F2 -5.708 3.484 -0.375
F3 -0.401 -2.476 1.397
F4 -7.414 3.631 0.942
O1 -1.707 -1.386 -3.124
O2 1.777 -1.263 1.491
O3 -7.741 3.501 -2.248
O4 4.007 -0.904 -0.659
O5 -8.966 2.144 -0.883
O6 -4.222 1.025 3.612
O7 -3.864 2.093 5.841
O8 -3.629 3.448 3.743
O9 3.982 1.355 -4.039
O10 -1.917 1.717 4.315
O11 -0.825 2.300 -0.816
O12 -2.135 -3.978 -2.567
O13 -0.284 -2.789 -1.545
N1 -0.661 -1.281 3.396
C1 -2.828 -2.167 -0.494
C2 -6.837 2.847 0.020
C3 -0.155 1.917 0.171
C4 -0.631 -1.148 1.891
C5 -7.838 5.720 -1.185
C6 -2.474 -0.666 -0.052
C7 9.284 -3.911 -0.048
C8 0.679 -0.285 1.570
C9 -2.018 -0.489 1.473
C10 12.092 -2.017 -3.399
C11 0.674 0.484 0.149
C12 -8.514 4.678 -2.058
C13 5.350 -2.277 1.127
C14 -7.741 2.485 -1.218
C15 3.058 -0.665 1.856
B1 4.149 -1.270 0.767
Be1 -4.821 -0.121 0.833
Be2 5.929 0.165 -1.277
H1 -3.469 -0.049 -0.160
H2 11.287 -1.295 -3.525
H3 -1.549 -1.709 3.701
H4 -1.963 0.635 1.737
H5 1.781 0.797 -0.109
H6 -0.734 -0.287 3.712
H7 -2.661 -2.942 0.347
H8 3.356 -1.036 2.893
H9 5.547 -3.055 0.297
H10 -9.529 4.462 -1.712
H11 -2.849 -0.932 2.135
H12 -1.764 -0.237 -0.838
H13 -7.130 1.706 -1.707
H14 -8.625 5.111 -3.057
H15 6.323 -1.674 1.265
H16 -3.922 -2.267 -0.824
H17 -8.287 6.703 -1.351
H18 -7.961 5.492 -0.127
H19 5.156 -2.853 2.094
H20 3.642 0.690 -3.439
H21 9.997 -4.473 -0.650
H22 0.923 0.450 2.425
H23 -6.768 5.779 -1.395
H24 -2.629 -1.102 -3.334
H25 0.359 -0.176 -0.746
H26 3.091 0.489 1.766
H27 3.545 -1.653 -1.125

Values from the calculation:
relative energy (zero: lowest compared OMol25 entry of this formula, charge and spin)	111.8	kcal per mole
gap between HOMO and LUMO	0.043	Ha
lowest unoccupied orbital energy	-5.6856	eV

[4]
Here is a single C4H11N3O3 molecule from the OMol25 dataset. Energies are from the ωB97M-V functional and the def2-TZVPD basis.

Element x y z (Å)
O1 -0.422 -0.936 -1.190
O2 1.071 1.442 0.846
O3 -1.520 -0.987 1.382
N1 1.858 -0.413 -1.016
N2 0.921 -2.009 0.304
N3 0.350 0.236 0.705
C1 0.703 -0.752 -0.279
C2 -0.975 0.106 1.284
C3 -0.722 0.129 -2.073
C4 -1.537 1.354 1.896
H1 0.352 -2.759 -0.072
H2 -1.724 -0.030 -2.484
H3 1.991 1.229 0.603
H4 -1.923 2.006 1.109
H5 1.094 -2.096 1.299
H6 -0.018 0.135 -2.912
H7 1.880 0.415 -1.596
H8 -0.705 1.101 -1.570
H9 2.476 -1.165 -1.297
H10 -2.356 1.100 2.576
H11 -0.793 1.892 2.486

Values from the calculation:
relative energy (zero: lowest compared OMol25 entry of this formula, charge and spin)	46.9	kcal per mole
SMILES string	COC(N)(N)N(O)C(C)=O
gap between HOMO and LUMO	0.354	Ha
lowest unoccupied orbital energy	0.7560	eV

[5]
Here is 4 unconnected molecules or ions with the total composition C2HClNO3 from the OMol25 dataset. Energies are from the ωB97M-V functional and the def2-TZVPD basis.

Element x y z (Å)
Cl1 5.547 0.975 0.040
O1 1.546 1.276 0.004
O2 4.027 -1.066 -1.278
O3 4.040 -1.352 1.021
N1 -1.868 0.427 -0.475
C1 4.037 -1.087 -0.115
C2 1.122 0.235 0.200
H1 -1.856 -0.222 0.318

Values from the calculation:
relative energy (zero: lowest compared OMol25 entry of this formula, charge and spin)	130.3	kcal per mole
charge	-1
gap between HOMO and LUMO (spin up / spin down)	0.173 / 0.172	Ha
lowest unoccupied orbital energy (spin up / spin down)	0.7508 / 0.7271	eV

[6]
Here is a molecular structure, C35H33AuN7O6S2 from the OMol25 dataset. Energies are from the ωB97M-V functional and the def2-TZVPD basis.

Element x y z (Å)
Au1 -0.068 0.147 -0.067
S1 0.915 3.733 -3.091
S2 0.691 3.657 3.288
O1 -4.609 -0.015 0.149
O2 -3.008 0.985 -0.993
O3 2.673 -0.677 -3.582
O4 5.956 -3.815 -0.413
O5 1.444 -4.054 2.927
O6 -1.124 -0.708 -2.001
N1 -0.066 1.233 -3.456
N2 3.955 -1.763 0.239
N3 2.042 -0.775 -0.630
N4 1.907 -2.368 1.084
N5 0.276 1.988 -1.295
N6 0.292 1.916 1.442
N7 -0.049 1.066 3.595
C1 2.599 -1.577 0.243
C2 -2.869 -3.836 -2.560
C3 3.445 1.189 -0.478
C4 4.719 -2.454 1.218
C5 5.234 -2.813 3.555
C6 3.077 0.224 -2.656
C7 0.242 2.048 2.737
C8 1.063 4.150 -1.440
C9 0.675 3.099 -0.625
C10 1.952 -1.867 -3.245
C11 2.858 0.184 -1.266
C12 -1.593 -1.428 1.993
C13 -4.117 -3.587 -1.997
C14 0.652 3.082 0.814
C15 0.396 -3.224 2.674
C16 -0.378 -1.375 1.303
C17 -4.353 -2.364 -1.405
C18 0.324 2.150 -2.596
C19 4.177 2.226 -1.022
C20 -3.733 -0.107 -0.673
C21 0.919 4.128 1.656
C22 -3.380 -1.368 -1.373
C23 -1.881 -2.876 -2.534
C24 6.073 -2.862 -1.456
C25 5.662 -3.422 0.858
C26 4.376 2.265 -2.398
C27 6.342 -4.103 1.867
C28 0.612 -2.288 1.640
C29 6.126 -3.817 3.200
C30 4.539 -2.144 2.568
C31 3.842 1.272 -3.191
C32 -0.809 -3.251 3.350
C33 1.367 -4.912 4.055
C34 -2.096 -1.606 -1.958
C35 -1.812 -2.362 2.993
H1 3.840 -1.358 2.828
H2 -5.318 -2.149 -0.965
H3 1.219 5.134 1.408
H4 2.569 -2.546 -2.651
H5 7.048 -4.863 1.560
H6 -0.915 -3.075 -2.982
H7 -2.417 0.759 -1.731
H8 -2.391 -0.734 1.762
H9 1.727 -2.335 -4.201
H10 4.950 3.064 -2.848
H11 2.469 -3.067 1.554
H12 1.036 -1.657 -2.700
H13 5.094 -2.541 4.593
H14 -0.244 1.297 4.554
H15 6.676 -3.338 -2.225
H16 4.005 1.269 -4.261
H17 0.033 1.376 -4.447
H18 -0.970 -3.952 4.158
H19 4.448 -1.260 -0.478
H20 6.665 -4.364 3.961
H21 6.589 -1.958 -1.116
H22 1.188 -4.339 4.968
H23 -4.891 -4.341 -2.032
H24 5.107 -2.602 -1.895
H25 0.588 -5.666 3.931
H26 3.287 1.130 0.594
H27 2.339 -5.394 4.114
H28 -0.422 0.332 -3.075
H29 1.400 5.133 -1.153
H30 4.598 2.988 -0.378
H31 -2.668 -4.791 -3.030
H32 -2.765 -2.383 3.505
H33 -0.465 0.217 3.213

Values from the calculation:
spin multiplicity	3
<S²>	2.03
relative energy (zero: lowest compared OMol25 entry of this formula, charge and spin)	10.1	kcal per mole
charge	+1
gap between HOMO and LUMO (spin up / spin down)	0.207 / 0.109	Ha
lowest unoccupied orbital energy (spin up / spin down)	-3.7526 / -6.5926	eV

[7]
Here is 3 unconnected molecules or ions with the total composition C8H8I3NO2 from the OMol25 dataset. Energies are from the ωB97M-V functional and the def2-TZVPD basis.

Element x y z (Å)
I1 -3.549 3.461 -1.356
I2 -3.623 -2.659 -1.761
I3 2.214 1.385 -2.261
O1 -2.266 0.120 2.579
O2 -4.001 0.034 1.090
N1 0.565 0.026 0.817
C1 -2.666 0.128 -1.210
C2 -1.687 1.036 -0.567
C3 1.471 -0.920 1.320
C4 -1.081 -1.446 -0.374
C5 -1.961 2.400 -0.589
C6 -3.160 0.162 1.865
C7 -2.254 -1.140 -1.090
C8 -0.590 -0.317 0.147
H1 -3.694 0.465 -1.570
H2 -0.879 -2.559 -0.308
H3 2.475 -0.551 1.030
H4 3.016 2.600 -2.961
H5 1.285 -1.861 1.168
H6 1.333 -0.891 2.363
H7 -1.311 3.160 -0.176
H8 0.622 1.014 1.167

Values from the calculation:
spin multiplicity	3
<S²>	2.02
gap between HOMO and LUMO (spin up / spin down)	0.216 / 0.246	Ha
lowest unoccupied orbital energy (spin up / spin down)	0.2372 / -1.9127	eV